[1]
C28H35FeN3O4P2 | ωB97M-V/def2-TZVPD

Positions of all 73 atoms, in Å:
C  -2.64  1.95  -3.22
C  -2.34  0.62  -2.94
C  -0.96  0.23  -3.18
C  0.04  1.23  -2.93
C  -0.32  2.60  -3.00
C  -1.63  2.93  -3.35
C  1.39  0.85  -2.77
C  1.67  -0.56  -2.74
C  0.60  -1.48  -3.04
C  0.83  -2.86  -2.65
C  2.14  -3.30  -2.74
C  3.23  -2.38  -2.83
C  3.00  -1.02  -2.65
H  -3.68  2.26  -3.28
H  0.50  3.31  -2.95
H  -1.90  3.96  -3.54
H  1.99  1.43  -2.10
H  2.33  -4.37  -2.64
H  4.23  -2.77  -2.83
H  3.81  -0.30  -2.56
N  -0.58  -1.02  -3.51
Fe  -0.41  -0.71  0.75
C  -3.24  -0.31  -2.16
H  -3.09  -1.36  -2.48
H  -4.31  0.01  -2.14
C  -0.31  -3.66  -2.05
H  -1.23  -3.51  -2.64
H  -0.03  -4.72  -1.87
P  -2.55  -0.28  -0.31
P  -0.72  -2.83  -0.33
C  0.43  -3.77  0.74
H  0.08  -3.64  1.78
H  0.44  -4.83  0.48
H  1.43  -3.32  0.67
C  -2.25  -3.80  -0.09
H  -2.01  -4.87  -0.07
H  -2.71  -3.52  0.86
H  -2.95  -3.59  -0.91
C  -2.78  1.47  0.18
H  -3.60  1.97  -0.36
H  -2.99  1.49  1.26
H  -1.84  2.04  0.02
C  -4.03  -1.00  0.45
H  -3.82  -1.13  1.52
H  -4.88  -0.33  0.30
H  -4.25  -1.97  -0.02
C  -1.29  -1.29  2.15
O  -1.71  -1.66  3.18
H  -0.22  -0.39  -0.60
C  0.64  1.50  4.43
C  2.00  1.48  3.79
C  2.11  2.14  2.38
C  2.06  3.66  2.49
C  0.76  4.29  2.97
C  3.45  1.77  1.79
O  4.48  2.43  1.70
N  3.46  0.44  1.34
C  2.40  -0.41  1.05
O  2.57  -1.56  0.66
N  1.17  0.20  1.17
C  1.14  1.56  1.39
O  0.25  2.23  0.84
H  0.42  2.39  5.04
H  0.54  0.64  5.10
H  -0.19  1.39  3.73
H  2.67  1.97  4.51
H  2.36  0.45  3.74
H  2.87  4.04  3.14
H  2.29  4.10  1.51
H  0.58  4.16  4.04
H  0.82  5.37  2.78
H  -0.09  3.85  2.42
H  4.38  0.12  1.14

Output
Gap between HOMO and LUMO (spin up / spin down) (eV): 4.9 / 5.6
2S+1: 6
Energy relative to the best compared isomer or geometry (same formula, charge and spin) (kJ/mol): 0.0
<S²>: 8.844
E_tot (eV): -95219.8637
Charge: +1
E_HOMO (spin up / spin down) (eV): -8.81 / -10.96

---

[2]
CH4O3S | ωB97M-V/def2-TZVPD

Positions of all 9 atoms, in Å:
C  -0.22  1.00  -0.39
O  0.47  2.10  -0.17
O  1.03  -1.73  -0.12
O  -1.08  0.60  0.44
S  -1.98  -0.80  0.30
H  0.04  0.47  -1.31
H  0.24  2.49  0.69
H  0.08  -1.90  -0.06
H  1.42  -2.21  0.62

Output
Gap between HOMO and LUMO (spin up / spin down) (eV): 8.0 / 8.0
Energy relative to the best compared isomer or geometry (same formula, charge and spin) (kJ/mol): 232.9
E_tot (eV): -18077.4331
Charge: 0
E_HOMO (spin up / spin down) (eV): -8.12 / -8.12

---

[3]
C10H24 | ωB97M-V/def2-TZVPD

Positions of all 34 atoms, in Å:
C  -2.55  -1.06  5.18
C  -2.02  -0.67  3.75
C  -1.15  0.57  3.77
C  -1.19  -1.92  3.19
C  -3.31  -0.53  2.92
H  -3.01  -2.06  5.08
H  -3.29  -0.37  5.61
H  -1.69  -1.14  5.87
H  -1.70  1.51  3.91
H  -0.61  0.62  2.81
H  -0.41  0.47  4.58
H  -0.96  -1.78  2.12
H  -1.66  -2.91  3.33
H  -0.25  -1.89  3.76
H  -4.11  0.05  3.38
H  -3.67  -1.56  2.74
H  -3.06  -0.08  1.94
C  3.05  0.39  -2.63
C  2.04  0.74  -3.75
C  0.73  -0.07  -3.71
C  1.67  2.18  -3.67
C  2.75  0.46  -5.06
H  3.88  1.12  -2.68
H  3.48  -0.62  -2.62
H  2.51  0.54  -1.68
H  0.30  0.00  -2.70
H  0.98  -1.13  -3.91
H  -0.03  0.26  -4.44
H  2.49  2.87  -3.43
H  0.93  2.22  -2.85
H  1.19  2.51  -4.60
H  1.94  0.59  -5.80
H  3.18  -0.55  -5.18
H  3.54  1.20  -5.26

Output
Gap between HOMO and LUMO (eV): 11.5
Structure (SMILES): CC(C)(C)C.CC(C)(C)C
Energy relative to the best compared isomer or geometry (same formula, charge and spin) (kJ/mol): 61.0
E_tot (eV): -10759.2887
Charge: 0
E_HOMO (eV): -10.84

---

> charge of number 2 (CH4O3S)?

0

---

> What is the formula in the third record?

C10H24

---

> Which value of energy relative to the best compared isomer or geometry (same formula, charge and spin) does entry 1 give?

0.0 kJ/mol